Arrangement P

DFT (the ωB97M-V functional and the def2-TZVPD basis) results for a cluster of 13 separate species, C6H34O13 in total.

Summary:
- Total charge: 0
- HOMO energy: -8.04 eV
- Kohn-Sham gap: 8.210 eV

Cartesian coordinates (Å):
C (1.29, 3.75, -0.66)
C (0.85, 2.29, -0.99)
C (1.27, 1.23, -0.27)
C (1.10, -0.19, -0.69)
C (0.99, -1.14, 0.24)
O (1.00, -2.49, 0.05)
C (-0.33, 2.18, -1.93)
H (2.32, 3.85, -0.27)
H (1.19, 4.47, -1.46)
H (0.70, 3.94, 0.24)
H (2.06, 1.17, 0.47)
H (0.83, -0.19, -1.74)
H (1.18, -1.03, 1.30)
H (0.44, -2.81, -0.67)
H (-0.25, 1.40, -2.66)
H (-0.57, 3.08, -2.51)
H (-1.25, 2.14, -1.32)
H (-3.62, -0.01, -2.89)
H (-3.12, 0.94, -1.80)
O (-3.10, 0.76, -2.74)
H (-1.55, -0.01, -2.99)
H (-1.08, -1.09, -3.92)
O (-0.99, -0.83, -2.99)
H (2.25, 1.07, -2.91)
H (3.01, 2.07, -2.09)
O (3.10, 1.20, -2.50)
H (0.89, -2.83, 2.20)
H (0.92, -1.82, 3.31)
O (1.47, -2.50, 2.89)
H (4.02, -1.36, 0.19)
H (4.08, 0.26, 0.41)
O (3.75, -0.58, 0.69)
H (-0.67, 0.60, 4.63)
H (0.73, 0.75, 3.82)
O (-0.10, 0.25, 3.92)
H (-3.16, -1.37, -0.19)
H (-3.71, 0.10, 0.30)
O (-3.60, -0.53, -0.42)
H (-1.91, -0.34, 2.37)
H (-1.60, -1.48, 3.37)
O (-2.12, -1.24, 2.61)
H (-1.57, -3.56, -2.70)
H (-1.32, -2.24, -1.98)
O (-1.49, -3.20, -1.80)
H (2.95, 0.72, 2.51)
H (2.45, -0.70, 2.74)
O (2.31, 0.22, 3.02)
H (-0.48, 1.40, 2.06)
H (-1.08, 1.08, 0.57)
O (-1.20, 1.48, 1.42)
H (-2.39, -2.65, 1.29)
H (-2.05, -3.27, -0.02)
O (-2.82, -2.92, 0.47)

=====

Arrangement Q

DFT (the ωB97M-V functional and the def2-TZVPD basis) results for a cluster of 13 separate species, C6H34O13 in total.

Summary:
- Total charge: 0
- HOMO energy: -7.93 eV
- Kohn-Sham gap: 8.152 eV

Cartesian coordinates (Å):
C (1.11, -1.98, 2.47)
C (1.70, -2.18, 1.02)
C (1.16, -1.10, 0.09)
C (1.26, 0.21, 0.00)
C (0.64, 0.95, -1.08)
C (0.99, 2.17, -1.54)
O (0.06, 2.76, -2.47)
H (1.07, -2.94, 2.88)
H (0.26, -1.41, 2.34)
H (1.82, -1.56, 3.13)
H (1.30, -3.22, 0.50)
H (2.87, -2.17, 0.99)
H (0.55, -1.56, -0.63)
H (1.94, 0.77, 0.55)
H (-0.14, 0.42, -1.51)
H (1.87, 2.82, -1.47)
H (-0.68, 2.22, -2.71)
H (3.68, -0.74, -1.07)
H (4.01, 0.71, -1.25)
O (4.01, -0.06, -1.78)
H (0.69, 1.10, 1.95)
H (-0.31, 1.86, 2.73)
O (0.15, 1.86, 1.86)
H (0.57, -0.42, -3.36)
H (0.16, -0.12, -4.64)
O (-0.31, -0.16, -3.90)
H (2.44, -0.90, -2.69)
H (1.79, -2.17, -2.41)
O (1.69, -1.22, -2.31)
H (-0.67, -3.53, -2.32)
H (-0.72, -3.85, -0.90)
O (-0.17, -3.90, -1.69)
H (2.31, 0.08, 3.85)
H (2.30, 1.51, 3.69)
O (2.74, 0.81, 3.40)
H (-1.22, 1.47, 0.84)
H (-2.26, 1.24, -0.27)
O (-2.18, 1.27, 0.73)
H (-3.30, -0.96, -2.10)
H (-1.93, -1.55, -2.40)
O (-2.87, -1.82, -2.03)
H (-1.49, -0.03, 3.77)
H (-1.14, 0.95, 4.90)
O (-0.95, 0.73, 4.01)
H (-2.12, 3.29, 1.40)
H (-1.63, 4.58, 0.93)
O (-2.34, 4.03, 0.92)
H (-3.97, 0.05, 2.68)
H (-2.66, 0.05, 1.71)
O (-3.09, -0.29, 2.56)
H (-3.74, 1.06, -3.07)
H (-2.42, 0.22, -3.51)
O (-2.86, 0.67, -2.79)

=====

Short version: arrangement Q is the least stable of them.